# 1
Density functional theory data (ωB97M-V/def2-TZVPD) for one molecule with the formula C3H4N2S3.

Calculated values
Frontier orbital gap in eV: 8.3
Calculated total energy in hartree: -1420.65055
2S+1: 1
E_HOMO in eV: -8.80

Last column: Mulliken charge in e.
Atoms and positions in Å:
S 2.34926 -1.95649 -0.45187  -0.41
C 1.67356 -0.53811 0.07115  0.44
S 2.87229 0.68882 0.66206  -0.16
N 0.31824 -0.47673 -0.14870  -0.18
N -0.80731 0.16206 0.39377  -0.16
C -1.62417 1.26106 -0.14049  -0.18
C -2.15159 -0.07172 0.18250  0.14
S -3.28267 -1.19343 0.22714  -0.34
H 3.88886 -0.13262 0.42574  0.17
H 0.04437 -1.36797 -0.56937  0.22
H -1.55135 1.52635 -1.19134  0.27
H -1.72948 2.09876 0.53941  0.20

# 2
Density functional theory data (ωB97M-V/def2-TZVPD) for C34H28BaBr2FN3OP as an isolated structure.

Calculated values
Frontier orbital gap in eV: 5.2
Calculated total energy in hartree: -7166.64868
2S+1: 1
E_HOMO in eV: -3.01
Charge: -1

Last column: Mulliken charge in e.
Atoms and positions in Å:
Ba 0.21672 -0.09708 -1.31390  0.88
N -1.46720 1.80215 1.13325  0.15
P -0.66951 0.44711 1.72778  0.18
C -2.19221 -0.49074 2.14647  0.46
C -2.96814 -0.24634 3.29161  -0.30
C -4.13680 -0.97428 3.53448  -0.65
C -4.55340 -1.94908 2.63286  -0.64
C -3.80389 -2.19677 1.48556  -0.21
C -2.63392 -1.47127 1.24399  -0.18
C -0.07334 1.03555 3.34646  0.26
C 0.27130 0.08722 4.32825  -0.57
C 0.76556 0.48104 5.57397  -0.60
C 0.93790 1.83196 5.85586  -0.41
C 0.62526 2.78606 4.88989  -0.51
C 0.13154 2.39039 3.64188  -0.35
C -1.96635 2.35476 -0.14985  0.33
C -2.57714 3.61355 0.01565  -0.54
C -3.11539 4.30142 -1.07398  -0.55
C -3.02555 3.74728 -2.33975  -0.51
C -2.38791 2.53035 -2.46580  -0.53
N -1.86124 1.84481 -1.42809  0.08
H -2.18638 2.08213 1.79893  0.29
H -2.68022 0.51537 4.01138  0.33
H -4.72306 -0.77421 4.42809  0.37
H -5.46458 -2.51134 2.81923  0.37
H -4.13094 -2.94807 0.77201  -0.24
H -2.07487 -1.66810 0.33011  0.64
H 0.15904 -0.97754 4.12832  0.40
H 1.02297 -0.27036 6.31637  0.37
H 1.32933 2.14042 6.82168  0.36
H 0.77941 3.84094 5.10119  0.38
H -0.07051 3.15716 2.89757  0.43
H -2.64279 4.07006 0.99907  0.33
H -3.59763 5.26363 -0.92837  0.37
H -3.43381 4.25282 -3.20707  0.37
H -2.27639 2.05280 -3.43474  0.38
C 3.31032 -1.51195 -3.45456  -0.65
C 2.24010 -2.55340 -3.50364  0.26
C 2.39635 -3.72548 -4.17944  -0.71
C 1.33477 -4.61350 -4.15333  -0.60
C 0.11424 -4.35975 -3.46580  1.66
C -0.90591 -5.33871 -3.50548  -0.16
Br -0.74401 -7.01007 -4.44138  -0.29
C -2.11836 -5.17149 -2.86627  -0.57
C -2.36900 -4.01100 -2.15339  -0.01
Br -4.12156 -3.97174 -1.33386  -0.20
C -1.43478 -2.93548 -2.02472  0.29
O -1.83722 -1.90890 -1.31168  -0.87
C -0.05950 -3.13125 -2.75292  -0.61
N 1.10188 -2.28170 -2.84439  -0.07
H 4.19880 -1.81651 -4.01686  0.38
H 3.60916 -1.33245 -2.41711  -0.07
H 2.94014 -0.57582 -3.88404  0.26
H 3.30610 -3.96114 -4.71590  0.39
H 1.48719 -5.53928 -4.70034  0.28
H -2.87952 -5.94367 -2.91741  0.38
F 4.81202 5.24411 0.02261  -0.37
C 4.37194 3.96274 -0.02954  0.29
C 4.30189 3.19923 1.13982  -0.46
C 3.84806 1.87724 1.08804  -0.59
C 3.46169 1.31178 -0.13843  1.45
C 2.97114 -0.10132 -0.21547  -2.02
C 3.53325 2.08295 -1.30780  -0.17
C 3.98749 3.40460 -1.25250  -0.57
H 4.59900 3.63090 2.08691  0.40
H 3.79895 1.29809 2.00178  0.36
H 2.95381 -0.58598 0.78386  0.11
H 3.62975 -0.69186 -0.88661  0.33
H 3.23737 1.66067 -2.26045  0.02
H 4.04091 3.99514 -2.15808  0.42
H 1.35767 1.35124 -3.16199  -0.24

# 3
Density functional theory data (ωB97M-V/def2-TZVPD) for C28H28Cl2O2PPdS as an isolated structure.

Calculated values
Frontier orbital gap (alpha / beta) in eV: 8.5 / 5.9
Calculated total energy in hartree: -3021.83330
Expectation value of S²: 2.0106
2S+1: 3
E_HOMO (alpha / beta) in eV: -10.95 / -10.95
Charge: +1

Last column: Mulliken charge in e.
Atoms and positions in Å:
Pd -0.92092 0.02716 0.15284  0.69
Cl -0.11759 -1.69054 -1.42844  -0.18
C 1.18924 -2.31198 -0.48876  0.65
C 2.29338 -2.84603 -1.12734  -0.83
C 3.33673 -3.35640 -0.37089  -0.44
C 3.27709 -3.33317 1.01341  -0.70
C 2.16440 -2.80981 1.64797  0.10
Cl 2.08314 -2.81029 3.36811  -0.18
C 1.10146 -2.26880 0.90832  0.41
S -0.27683 -1.59911 1.72014  -0.48
H 2.31974 -2.85988 -2.20484  0.47
H 4.19301 -3.78639 -0.86362  0.41
H 4.08815 -3.72142 1.60984  0.46
C -5.10430 -0.16570 -2.06462  -1.51
C -3.89948 0.02545 -1.20072  0.27
O -2.76217 -0.09375 -1.62488  -0.57
C -4.11785 0.33697 0.23584  0.99
C -3.40220 -0.43439 1.16633  -0.92
C -3.52433 -0.16600 2.52562  -0.97
C -4.34002 0.86644 2.95725  -0.46
C -5.04990 1.62486 2.03731  -0.49
C -4.95253 1.35822 0.68093  -0.46
H -4.82585 -0.68874 -2.97629  0.39
H -5.52002 0.80534 -2.33651  0.36
H -5.87134 -0.72180 -1.53029  0.40
H -2.91436 -1.35740 0.83300  0.98
H -2.99779 -0.78133 3.24167  0.51
H -4.43599 1.07333 4.01180  0.48
H -5.68411 2.42456 2.38250  0.42
H -5.50244 1.95832 -0.02669  0.40
C -2.10443 3.43133 -0.39440  -1.14
P -0.67309 2.35388 0.00648  1.33
C 0.63239 2.90408 -1.13862  0.28
C 0.85840 4.24025 -1.46417  -0.29
C 1.89695 4.57204 -2.31620  -0.81
C 2.70337 3.58534 -2.85881  -0.56
C 2.46405 2.25383 -2.56334  -0.77
C 1.43189 1.91646 -1.70727  -0.26
C -0.16482 2.95619 1.65597  0.32
C -0.61003 2.19868 2.73911  -0.22
C -0.19677 2.49650 4.02421  -0.69
C 0.67594 3.55170 4.23753  -0.64
C 1.11428 4.31462 3.16674  -0.80
C 0.69483 4.02477 1.87783  -0.38
H -1.84755 4.48031 -0.26177  0.49
H -2.93808 3.18099 0.26219  0.26
H -2.39610 3.25870 -1.43041  0.41
H 0.23090 5.02577 -1.06786  0.37
H 2.08212 5.60657 -2.56088  0.42
H 3.50427 3.85359 -3.52967  0.41
H 3.08085 1.48368 -3.00065  0.46
H 1.23073 0.87666 -1.46153  0.25
H -1.26995 1.35364 2.55237  0.34
H -0.53864 1.89382 4.85305  0.47
H 1.01585 3.77523 5.23679  0.42
H 1.80318 5.12984 3.33180  0.44
H 1.06142 4.61512 1.05105  0.36
C 2.99875 0.61934 1.09808  -0.97
O 1.58422 0.65100 1.09750  0.37
H 3.38329 0.06792 1.96086  0.31
H 3.41122 1.63220 1.11012  0.35
H 3.31514 0.10720 0.18997  0.22
H 1.29908 1.01455 1.94744  0.06

# 4
Density functional theory data (ωB97M-V/def2-TZVPD) for a 4-piece molecular cluster, C21H52F3O13P3Si overall.

Calculated values
Frontier orbital gap in eV: 10.3
Calculated total energy in hartree: -3422.75794
2S+1: 1
E_HOMO in eV: -10.07

Last column: Mulliken charge in e.
Atoms and positions in Å:
O 1.69096 2.32128 5.52692  -0.42
C 3.01724 2.66630 5.11620  -0.21
C 3.97891 1.95327 6.05464  -1.05
Si 5.83141 2.18069 5.66450  0.44
C 3.13336 4.21123 5.16912  0.80
F 3.75000 4.66391 4.06072  -0.25
F 3.74182 4.66751 6.27156  -0.27
F 1.90763 4.76754 5.16195  -0.25
H 1.69592 2.44325 6.47994  0.30
H 3.08963 2.27601 4.10926  0.38
H 3.77329 0.89101 5.94270  0.48
H 3.80731 2.19457 7.10038  0.45
H 6.38921 1.00967 4.95994  -0.13
H 6.53855 2.26340 6.96127  -0.13
H 6.00724 3.43579 4.91203  -0.12
C -1.13798 2.47334 3.89788  -0.83
C -2.55729 2.02457 3.60627  -0.55
O -2.60431 0.86917 2.76123  -0.11
P -2.06655 -0.55602 3.36029  0.93
O -3.07257 -0.95193 4.37353  -0.87
O -2.44954 -1.58381 2.14904  -0.44
C -3.40706 -2.62717 2.29516  -0.37
C -4.78881 -2.15938 1.88817  -1.08
O -0.54074 -0.41015 2.86188  -0.18
C -0.01262 -0.90001 1.61532  -0.22
C -0.51684 -0.13696 0.41562  -0.62
H -0.60122 1.73113 4.49095  0.19
H -1.13695 3.41084 4.45455  0.49
H -0.57899 2.61234 2.97264  0.17
H -3.09456 1.81774 4.53677  0.30
H -3.09757 2.81404 3.08394  0.31
H -3.39980 -3.02954 3.30616  0.37
H -3.08870 -3.43633 1.63296  0.33
H -5.07363 -1.24772 2.41255  0.26
H -5.53421 -2.92844 2.09535  0.39
H -4.81117 -1.93195 0.82094  0.27
H -0.17791 -1.96814 1.51571  0.24
H 1.06918 -0.77156 1.68133  0.34
H -1.59824 -0.18972 0.31146  0.27
H -0.06880 -0.54092 -0.49339  0.18
H -0.25505 0.91972 0.50091  0.23
C 0.79048 -7.30373 0.38505  -0.95
C 1.98717 -6.37034 0.36766  -0.34
O 2.13755 -5.69138 -0.88377  -0.32
P 1.01840 -4.57418 -1.30393  1.19
O 1.24682 -3.43689 -0.38174  -0.76
O 1.68345 -3.98224 -2.67227  -0.39
C 2.13852 -2.63647 -2.79058  0.11
C 3.60297 -2.52143 -2.42290  -1.20
O 0.03997 -5.57194 -2.10868  -0.39
C 0.09217 -5.84715 -3.51856  -0.19
C 1.30149 -6.65563 -3.92653  -1.02
H -0.14758 -6.74737 0.31114  0.25
H 0.76843 -7.87882 1.31114  0.41
H 0.82555 -7.99239 -0.45826  0.21
H 1.91411 -5.63506 1.17458  0.28
H 2.90234 -6.93988 0.52375  0.32
H 1.52110 -1.95965 -2.20279  -0.05
H 2.00399 -2.35398 -3.83719  0.33
H 3.80533 -2.95091 -1.44204  0.28
H 3.91930 -1.47738 -2.41872  0.39
H 4.21654 -3.06765 -3.14087  0.33
H 0.00178 -4.92949 -4.09434  0.26
H -0.80664 -6.42720 -3.73453  0.36
H 2.23560 -6.14847 -3.69876  0.26
H 1.26961 -6.84562 -5.00008  0.39
H 1.31645 -7.61024 -3.39931  0.27
C -3.27647 2.64932 -1.08195  -0.83
C -3.61007 3.89755 -1.87583  -0.55
O -2.61085 4.19967 -2.85641  -0.27
P -2.44488 3.19140 -4.13286  0.94
O -3.66057 3.40279 -4.95213  -0.83
O -1.33883 3.98328 -5.03625  -0.34
C -1.63209 4.51282 -6.32690  -0.35
C -2.09696 5.95083 -6.23304  -1.09
O -1.32922 2.22840 -3.46993  -0.20
C 0.09297 2.37983 -3.58847  -0.10
C 0.63265 3.57248 -2.83418  -1.02
H -3.29442 1.76080 -1.71888  0.26
H -3.99526 2.49992 -0.27561  0.51
H -2.27655 2.72006 -0.65481  0.13
H -4.58378 3.79702 -2.36419  0.32
H -3.66451 4.75777 -1.20980  0.33
H -2.35263 3.89016 -6.85297  0.35
H -0.70250 4.46900 -6.89928  0.34
H -2.92526 6.05956 -5.53361  0.28
H -2.41437 6.31868 -7.20954  0.38
H -1.28819 6.58605 -5.86822  0.28
H 0.39501 2.38710 -4.63306  0.29
H 0.51917 1.47098 -3.15819  0.28
H 0.21346 4.51095 -3.18822  0.26
H 1.71661 3.61855 -2.94814  0.42
H 0.39211 3.49197 -1.77332  0.22